Below is a cluster of 2 separate species, C33H45INO5 in total in a non-equilibrium geometry, with properties calculated with the ωB97M-V functional and the def2-TZVPD basis.

The total charge is -1. For the HOMO energy, the calculation gives -2.72 eV.

```
85
Properties=species:S:1:pos:R:3:forces:R:3:lowdin_charge:R:1
C 0.8567 -1.1136 6.0071 0.3118 0.1656 0.0160 -0.1341
C 0.7423 0.0223 4.9587 0.7994 -1.2426 0.9992 -0.2878
C 1.2600 -0.4805 3.6039 -0.9091 0.5916 0.1531 -0.6150
I 3.3575 -1.0761 3.6770 -0.2650 0.0938 -0.1424 0.8822
C 0.9791 0.3977 2.3976 0.4394 0.1384 0.1845 -0.2097
C 0.5425 -0.2863 1.2886 -0.1119 -1.0959 0.0557 0.0481
C 0.2635 0.3088 0.0796 -0.2499 -0.0506 -0.5442 -0.2144
O -0.1679 -0.4122 -0.9876 -0.3239 0.3453 0.4831 -0.0296
C -1.3256 -1.2122 -0.6631 -0.4806 -0.6613 -0.3799 -0.1329
C -2.4084 -1.1732 -1.7390 0.2359 -0.2253 -1.4165 -0.3290
C -1.8192 -1.1900 -3.1700 -0.1675 -0.0642 0.1251 -0.0652
C -3.3036 -2.4230 -1.5931 -0.4247 0.4038 0.2365 -0.1662
C -4.4643 -2.2637 -0.5972 -0.1369 -0.8437 0.7960 -0.4136
C -5.3523 -1.0342 -0.8368 0.3168 -0.2586 -0.1404 -0.0940
C -3.9921 -2.3534 0.8891 -0.7293 0.5171 -1.1229 -0.0838
C 0.4412 1.6696 -0.0299 -0.1659 0.6244 -1.0545 0.0023
C 0.8517 2.3967 1.0784 0.1503 0.5793 0.0629 -0.0323
C 1.1272 1.7937 2.2947 0.4030 0.5449 0.6763 -0.0933
C 1.6067 2.6558 3.4538 0.1240 -0.3446 0.1659 -0.0798
C 3.0303 2.3561 3.9193 -0.4376 -0.3435 0.8224 -0.2957
O 3.3334 2.3210 5.0927 -0.0011 0.2147 -0.7690 0.0136
C 0.9715 3.8815 0.8506 -0.0093 0.5126 -0.1811 -0.2487
O 0.5789 4.7449 1.6136 0.3625 -0.5517 -0.2361 0.1140
C 1.5987 4.2540 -0.4786 -0.7644 -0.7383 1.3606 -0.0950
C 2.5203 5.2563 -0.5548 0.5117 0.6344 -0.0514 -0.0141
C 3.0790 5.5311 -1.7964 0.1830 0.3679 0.8551 -0.0602
C 2.6869 4.8080 -2.8898 0.7348 0.4103 -0.9035 -0.0419
C 1.7510 3.7934 -2.8230 -1.0174 -0.5184 -0.3614 -0.1562
C 1.3887 3.0118 -4.0685 1.7731 0.4561 -0.3051 -0.1115
C 2.6207 2.1211 -4.4738 -0.8854 -0.7329 -0.0915 -0.1735
C 2.1593 0.6461 -4.4167 0.5916 0.1455 0.0539 -0.2190
C 3.3022 -0.3778 -4.5415 -0.1119 -0.0759 1.1316 -0.1989
C 3.9655 -0.5282 -3.1414 -0.7764 -0.6302 -0.7544 -0.2906
N 4.8966 -1.6639 -3.0920 0.5267 0.3005 0.1896 -0.0188
C 1.2031 3.5157 -1.5816 -0.3628 -0.5263 -0.1467 -0.0297
C 0.2052 2.4045 -1.3325 -0.2361 -0.2502 -0.1853 -0.2180
O -0.6912 2.1203 -2.1046 0.6122 0.2519 0.5354 0.1251
H 1.9046 -1.3510 6.2236 -0.1095 0.0957 -0.1482 0.0257
H 0.3897 -2.0404 5.6589 -0.1859 0.1921 0.1650 0.0835
H 0.4347 -0.7833 6.9617 -0.2085 -0.1897 -0.2102 0.0729
H -0.3247 0.2664 4.9160 0.2118 0.2955 -0.4549 0.1303
H 1.3418 0.8352 5.3696 -0.2793 0.2145 -0.2995 0.0782
H 0.7346 -1.4201 3.4165 0.3112 0.0170 0.0024 0.0798
H 0.4159 -1.3641 1.3703 -0.0079 0.1307 -0.0837 0.1449
H -0.9920 -2.2550 -0.5811 0.0173 0.1849 0.1762 0.1353
H -1.7857 -0.9060 0.2809 0.3823 -0.0147 0.0194 0.1276
H -3.0096 -0.2581 -1.6961 0.1378 -0.1026 0.3715 0.1293
H -1.3027 -2.1432 -3.3487 0.2159 0.2846 0.0093 0.0852
H -2.6377 -1.1563 -3.9003 0.0368 0.0251 0.1916 0.0753
H -1.1801 -0.3249 -3.3692 0.1379 -0.2728 0.1150 0.0568
H -2.6672 -3.2645 -1.2860 -0.2099 0.0610 0.0342 0.1167
H -3.7277 -2.7241 -2.5622 0.1537 0.3542 -0.0055 0.1095
H -5.1145 -3.1419 -0.7402 0.1899 0.0865 -0.1440 0.1234
H -6.3026 -1.1134 -0.2990 0.1790 -0.0735 0.0363 0.0742
H -4.8397 -0.1376 -0.4686 -0.1818 0.0314 -0.2534 0.0670
H -5.5871 -0.9445 -1.9064 0.0504 0.2350 0.1562 0.0736
H -3.0923 -2.9581 0.9972 -0.1198 0.1156 0.2987 0.0558
H -4.7713 -2.8332 1.4803 0.2887 0.0924 0.2080 0.0652
H -3.8680 -1.3240 1.2526 0.3058 -0.2699 0.2557 0.0723
H 1.6010 3.7244 3.2186 -0.0654 -0.2383 -0.2067 0.1117
H 0.8997 2.5412 4.2782 0.3424 0.0823 0.1426 0.1216
H 3.7883 2.1462 3.1324 -0.1849 0.1921 0.0682 0.1126
H 2.8371 5.8052 0.3255 -0.1951 -0.0597 -0.0233 0.1230
H 3.8285 6.3140 -1.8562 -0.0607 -0.1083 -0.2329 0.1085
H 3.1769 5.0516 -3.8316 -0.2524 -0.2011 -0.0453 0.1245
H 1.2701 3.7498 -4.8700 -0.4747 -0.1975 0.1025 0.1172
H 0.5180 2.3761 -3.9513 -0.0920 0.3560 -0.0263 0.0910
H 2.9708 2.3646 -5.4838 -0.0085 -0.0098 0.1580 0.1082
H 3.4598 2.2521 -3.7838 -0.1049 0.1478 -0.0871 0.1007
H 1.7110 0.5044 -3.4218 -0.1311 -0.0792 -0.2235 0.0983
H 1.3595 0.4680 -5.1445 0.1680 0.0838 0.0042 0.1149
H 4.0773 -0.0945 -5.2605 -0.2622 -0.1266 -0.1526 0.1068
H 2.8835 -1.3651 -4.7697 0.1828 0.1642 -0.3340 0.1050
H 3.1309 -0.7420 -2.4575 0.1983 0.5910 0.1729 0.1057
H 4.4545 0.4218 -2.9122 0.0795 -0.2683 0.3604 0.1061
H 4.4226 -2.4950 -2.7574 -0.1269 0.0559 -0.1941 0.0618
H 5.6100 -1.4904 -2.3913 0.0260 0.0280 -0.1312 0.0549
C -4.7948 -5.7330 3.4442 -0.1522 -0.4772 0.5211 -0.1650
C -3.6309 -4.8916 4.0234 -0.4995 -0.2356 -0.5746 -0.6103
O -3.2454 -3.9561 3.1385 0.4210 0.0986 0.4211 -0.3642
H -4.4929 -6.2478 2.5279 0.0822 0.1333 -0.0459 0.0447
H -5.1164 -6.5032 4.1670 -0.0430 -0.0059 -0.0511 0.0388
H -5.6643 -5.1070 3.2233 0.0953 0.1108 -0.0512 0.0432
H -2.8595 -5.6472 4.3337 0.2236 0.0508 -0.1253 0.0619
H -4.0089 -4.5264 5.0160 0.0096 0.2763 -0.0029 0.0633
```
Forces are in eV/Å.

Below is a structure of composition C33H45N5P2SSm in a non-equilibrium geometry, with properties calculated with the ωB97M-V functional and the def2-TZVPD basis.

The total charge is +3. For the HOMO energy (alpha / beta), the calculation gives -16.23 / -16.22 eV. Its spin multiplicity is 6. The expectation value of S² is 8.760. For the energy relative to the best compared isomer or geometry (same formula, charge and spin), the calculation gives 0.419 eV.

```
87
Properties=species:S:1:pos:R:3:forces:R:3:mulliken_spin:R:1
Sm 0.1499 -0.2456 -0.1703 -1.1981 1.3954 -0.1148 5.0577
C 0.3879 1.7796 2.7834 0.2063 0.1387 -0.2767 -0.0007
C 1.5185 2.2163 1.8557 -0.1918 -0.1200 0.1507 0.0058
N 1.1603 2.1662 0.4165 -0.0614 -0.1272 -0.0967 -0.0189
C 0.4177 3.3433 -0.0921 -0.1694 -0.0828 0.0405 0.0041
C -1.0399 3.4224 0.3403 0.0025 -0.0946 -0.0857 -0.0003
S -1.9767 1.8554 0.1674 0.0672 -0.1118 0.1948 -0.0054
C -2.5088 1.5130 1.8845 0.0818 -0.0228 -0.1303 -0.0011
C -1.6874 0.4569 2.6296 -0.1128 0.0838 -0.0694 0.0068
N -0.2377 0.5095 2.3333 0.0263 -0.2556 -0.2411 -0.0080
H 0.7974 1.6737 3.7890 -0.0608 -0.0123 0.0375 0.0001
H -0.3742 2.5511 2.8422 -0.0414 -0.0434 0.0090 -0.0006
H 1.8388 3.2222 2.1413 0.0583 -0.0102 -0.0030 0.0005
H 2.3702 1.5465 1.9960 0.0335 0.0201 -0.0334 -0.0025
H 2.0558 2.2088 -0.0636 0.0221 -0.0676 -0.0604 0.0011
H 0.9042 4.2733 0.2179 0.0438 0.0018 -0.0459 -0.0002
H 0.4662 3.2999 -1.1822 0.0234 0.0245 -0.0081 -0.0011
H -1.1457 3.7526 1.3700 -0.0331 0.0091 0.0002 0.0001
H -1.5514 4.1529 -0.2843 0.0084 0.0377 0.0304 -0.0001
H -2.5230 2.4703 2.4009 -0.0268 0.0055 0.0066 -0.0002
H -3.5435 1.1807 1.8186 -0.0208 0.0249 0.0546 0.0002
H -1.8773 0.5867 3.6990 0.0082 -0.0774 0.0191 -0.0005
H -2.0494 -0.5371 2.3553 0.0388 -0.0272 0.0410 -0.0019
H 0.1901 -0.2385 2.8782 -0.0081 -0.0746 -0.0042 -0.0031
N -0.9390 0.1411 -2.5513 0.1523 -0.1350 0.0730 -0.0080
C -0.8824 -1.1056 -3.3793 -0.1613 -0.1238 0.0428 0.0076
C -1.9553 -2.1045 -2.9653 0.1174 0.1090 0.1530 -0.0044
C -1.7604 -2.7683 -1.6101 -0.0406 -0.0004 -0.2163 0.0034
N -1.9596 -1.8207 -0.4627 0.2058 -0.0204 -0.0260 -0.0037
H -1.9159 0.4245 -2.5114 -0.0443 0.0502 0.1459 0.0013
H -0.5024 0.8794 -3.0985 0.1150 0.0471 0.0835 0.0012
H 0.1184 -1.5388 -3.2835 0.0056 -0.0182 -0.0236 -0.0027
H -1.0362 -0.8662 -4.4319 0.1088 0.0808 0.0048 -0.0003
H -1.9796 -2.8944 -3.7166 -0.0183 -0.0086 -0.0005 0.0001
H -2.9372 -1.6183 -3.0060 -0.0213 -0.0483 -0.0495 0.0000
H -0.7532 -3.1836 -1.5466 -0.0086 -0.0464 0.0339 -0.0011
H -2.4583 -3.6021 -1.5294 -0.0035 0.0105 0.0815 0.0001
H -2.1393 -2.3969 0.3571 0.0484 0.0233 0.0740 0.0007
H -2.8472 -1.3475 -0.6244 -0.0052 0.1059 0.0392 0.0010
N 2.8962 -2.1982 -0.0527 -0.0895 0.1336 0.1789 0.0017
P 3.0289 -0.5132 -0.2662 0.6861 -0.8878 -0.5998 -0.0196
C 3.2118 -0.2803 -2.0658 -0.2089 0.2160 0.2858 0.0039
C 4.1796 -0.9348 -2.8254 -0.0335 -0.0357 -0.0343 -0.0005
C 4.2407 -0.7211 -4.1930 0.0992 -0.0984 0.0530 -0.0003
C 3.3474 0.1474 -4.8130 -0.0579 0.0473 0.0094 0.0000
C 2.3798 0.8031 -4.0670 -0.0890 0.0364 -0.0599 0.0018
C 2.3132 0.5824 -2.6976 0.1738 -0.1213 0.1049 -0.0093
C 4.6588 -0.1364 0.4109 -0.2818 0.2305 0.1326 -0.0018
C 5.0848 -0.7656 1.5824 -0.0563 0.0436 -0.0025 -0.0013
C 6.3297 -0.4595 2.1083 -0.0181 -0.0371 0.0370 0.0007
C 7.1343 0.4871 1.4873 0.0054 0.0022 -0.0163 -0.0017
C 6.6964 1.1370 0.3405 0.0474 0.0295 0.0190 0.0006
C 5.4581 0.8315 -0.2001 -0.0612 -0.0498 -0.0420 -0.0013
P 1.3604 -2.8462 0.2962 1.0042 -0.6117 0.5035 0.0034
C 1.3279 -3.2219 2.0737 -0.3259 0.1985 -0.1708 -0.0047
C 0.1744 -2.8739 2.7805 0.1287 -0.0108 -0.1276 0.0004
C 0.0656 -3.1414 4.1379 -0.0711 -0.0001 0.0338 0.0015
C 1.1243 -3.7521 4.7952 -0.0377 0.0154 -0.0083 0.0001
C 2.2743 -4.1045 4.0969 0.0835 -0.0449 0.0149 -0.0001
C 2.3770 -3.8520 2.7381 0.0172 0.0419 -0.0329 -0.0008
C 1.4284 -4.4703 -0.4953 -0.2286 0.1606 -0.0648 -0.0009
C 0.8141 -5.5664 0.1125 0.0215 0.1014 -0.0037 -0.0008
C 0.8541 -6.8047 -0.5081 -0.0223 -0.0702 -0.0102 0.0004
C 1.4969 -6.9521 -1.7304 -0.0101 0.0126 0.0398 -0.0012
C 2.0878 -5.8564 -2.3466 0.0292 -0.0058 -0.0622 0.0004
C 2.0475 -4.6119 -1.7389 -0.0633 0.0603 0.0096 -0.0003
H 3.7281 -2.7793 -0.0359 0.0059 -0.0658 -0.0648 0.0004
H 4.8886 -1.5998 -2.3456 0.0266 0.0117 -0.0317 0.0000
H 4.9994 -1.2248 -4.7775 -0.0151 0.0213 -0.0213 0.0000
H 3.4161 0.3240 -5.8780 0.0035 -0.0172 -0.0002 0.0000
H 1.7013 1.4958 -4.5506 0.0231 0.0010 -0.0087 -0.0001
H 1.5856 1.1321 -2.0997 0.0215 0.1496 -0.0263 0.0063
H 4.4488 -1.4907 2.0780 0.0364 -0.0313 0.0058 -0.0002
H 6.6724 -0.9606 3.0036 0.0092 0.0111 -0.0053 0.0000
H 8.1084 0.7165 1.8982 -0.0089 0.0118 -0.0013 -0.0001
H 7.3256 1.8757 -0.1374 -0.0012 -0.0095 -0.0036 0.0000
H 5.1267 1.3211 -1.1086 0.0554 0.0115 0.0102 -0.0002
H -0.6586 -2.4273 2.2385 -0.0473 -0.0107 0.0982 -0.0036
H -0.8414 -2.8985 4.6769 0.0152 0.0024 0.0036 0.0000
H 1.0467 -3.9698 5.8520 0.0167 0.0029 -0.0009 0.0000
H 3.0886 -4.5924 4.6161 -0.0098 -0.0068 -0.0077 0.0000
H 3.2639 -4.1583 2.1945 0.0136 -0.0049 0.0365 0.0000
H 0.3242 -5.4547 1.0725 0.0242 -0.0652 0.0055 -0.0001
H 0.3923 -7.6602 -0.0336 0.0077 0.0099 0.0051 0.0000
H 1.5407 -7.9249 -2.2012 -0.0099 0.0075 -0.0101 0.0000
H 2.5852 -5.9757 -3.3000 -0.0024 0.0029 0.0082 0.0000
H 2.5025 -3.7552 -2.2240 0.0484 -0.0280 -0.0085 0.0006
```
Forces are in eV/Å.